No. 1
C48H27N10Pb | wB97M-V/def2-TZVPD

The geometry in ORCA input format:
```
! wB97M-V def2-TZVPD RIJCOSX def2/J DEFGRID3
* xyz 1 1
Pb -0.048 1.288 0.919
C -2.102 -2.036 6.562
C -3.385 -1.902 6.033
C -3.590 -1.403 4.750
C -2.468 -1.039 4.034
C -2.309 -0.503 2.663
N -3.353 -0.322 1.902
C -3.207 0.074 0.609
C -4.265 -0.049 -0.415
C -5.579 -0.459 -0.316
C -6.377 -0.347 -1.449
C -5.859 0.164 -2.633
C -4.523 0.548 -2.735
C -3.728 0.430 -1.614
C -2.244 0.614 -1.360
N -0.267 1.423 -2.697
C 1.035 1.391 -2.366
N 1.411 1.080 -1.139
C 2.790 0.927 -1.135
N 3.553 0.614 -0.121
C 3.177 0.266 1.100
N 1.896 0.044 1.589
C 1.998 -0.368 2.863
N 1.029 -0.716 3.733
C -0.258 -0.706 3.516
N -0.967 -0.313 2.413
C -1.194 -1.171 4.560
C -0.977 -1.673 5.827
C 3.402 -0.436 3.260
C 4.014 -0.797 4.450
C 5.398 -0.737 4.493
C 6.141 -0.331 3.379
C 5.526 0.027 2.190
C 4.140 -0.030 2.149
C 3.289 1.205 -2.484
C 4.565 1.229 -3.018
C 4.693 1.566 -4.360
C 3.580 1.867 -5.145
C 2.298 1.838 -4.611
C 2.175 1.503 -3.275
N -2.173 0.659 0.099
H -1.984 -2.432 7.562
H -4.234 -2.199 6.633
H -4.580 -1.304 4.327
H -5.972 -0.833 0.620
H -7.415 -0.646 -1.408
H -6.506 0.266 -3.494
H -4.140 0.937 -3.670
H 0.024 -1.777 6.223
H 3.428 -1.112 5.302
H 5.920 -1.008 5.401
H 7.220 -0.295 3.454
H 6.095 0.342 1.325
H 5.427 0.995 -2.409
H 5.676 1.598 -4.809
H 3.721 2.127 -6.185
H 1.436 2.071 -5.224
C -0.748 4.516 -2.761
C -1.039 3.624 -3.716
C -1.233 2.199 -3.415
C -1.410 1.795 -1.909
C -1.121 2.919 -1.025
C -0.725 4.137 -1.351
C -1.503 -0.680 -1.780
C -1.846 -1.355 -2.974
C -1.130 -2.460 -3.325
C -0.083 -2.909 -2.492
C 0.681 -4.066 -2.772
C 1.674 -4.456 -1.921
C 1.948 -3.706 -0.757
C 1.225 -2.585 -0.460
C 0.189 -2.165 -1.323
N -0.531 -1.053 -0.993
H -0.597 5.557 -3.015
H -1.192 3.941 -4.739
H -1.756 1.604 -4.158
H -0.429 4.865 -0.606
H -2.655 -0.998 -3.594
H -1.355 -3.000 -4.237
H 0.463 -4.633 -3.668
H 2.255 -5.344 -2.133
H 2.738 -4.027 -0.091
H 1.420 -2.001 0.427
N -1.577 3.397 4.332
C -0.752 2.962 3.642
H -2.264 3.771 4.952
*
```

Kohn-Sham gap (spin up / spin down) in eV: 4.98 / 6.43
Highest occupied orbital energy (spin up / spin down) in Eh: -0.3322 / -0.3921

Löwdin atomic charge list, values in e, 8 entries: 1.407, -0.056, -0.057, 0.003, -0.108, -0.257, 0.206, -0.255

=====

No. 2
C9H12N2OS | wB97M-V/def2-TZVPD

The geometry in ORCA input format:
```
! wB97M-V def2-TZVPD RIJCOSX def2/J DEFGRID3
* xyz 0 1
C -1.555 0.215 -2.665
C -0.442 -0.073 -1.844
C -2.695 0.575 -2.021
C -0.534 -0.022 -0.456
C -1.840 0.145 0.021
C 0.697 -0.395 0.418
C 1.939 0.235 -0.369
C 0.712 -1.914 0.557
C 0.718 1.543 1.810
N -2.851 0.566 -0.712
N 0.581 0.275 1.713
O 0.859 0.305 4.060
S 0.656 -0.726 3.055
H -1.374 0.288 -3.703
H 0.408 -0.313 -2.381
H -3.548 0.764 -2.643
H 2.837 0.059 0.269
H 1.914 1.279 -0.636
H 2.330 -0.228 -1.408
H -0.189 -2.010 1.371
H 1.642 -2.251 1.114
H 0.626 -2.475 -0.378
H 0.731 2.051 2.862
H 0.635 2.283 0.996
H -2.259 -0.177 0.969
*
```

ΔE to the lowest compared entry with this formula, charge and spin in eV: 4.183
Kohn-Sham gap in eV: 7.50
Highest occupied orbital energy in Eh: -0.2650

Löwdin atomic charge list, values in e, 8 entries: -0.044, -0.018, -0.169, -0.148, -0.095, -0.515, -0.038, -0.087

=====

No. 3
C5H13BF3NO3PV | wB97M-V/def2-TZVPD

The geometry in ORCA input format:
```
! wB97M-V def2-TZVPD RIJCOSX def2/J DEFGRID3
* xyz 2 1
C -1.481 0.412 1.389
N -1.412 1.745 0.859
C -0.641 2.586 1.812
B -0.889 1.889 -0.484
O -1.179 2.964 -1.217
C 0.115 0.746 -1.141
C -0.410 -0.532 -1.818
O 0.586 -1.457 -1.746
P 1.438 -1.292 -0.248
C 1.878 -3.160 -0.237
F 2.205 -3.454 1.031
F 2.936 -3.374 -1.029
F 0.867 -3.943 -0.634
O 1.194 0.437 -0.354
H -0.626 0.144 1.997
H -1.613 -0.324 0.581
H -2.341 0.325 2.040
H -0.557 3.577 1.407
H -1.190 2.651 2.732
H 0.343 2.173 1.982
H -0.398 3.477 -1.439
H 0.516 1.304 -1.984
H -0.559 -0.302 -2.862
H -1.369 -0.972 -1.512
H 0.096 -1.560 0.422
H 1.876 -1.046 1.140
H 2.756 -1.024 -0.795
V -2.140 -1.992 0.109
*
```

Kohn-Sham gap in eV: 4.40
Highest occupied orbital energy in Eh: -0.6137

Löwdin atomic charge list, values in e, 8 entries: -0.080, -0.016, 0.024, -0.470, 0.262, -0.212, -0.229, -0.212

=====

No. 4
C2H4NP | wB97M-V/def2-TZVPD

The geometry in ORCA input format:
```
! wB97M-V def2-TZVPD RIJCOSX def2/J DEFGRID3
* xyz 0 1
C -1.657 -0.234 0.936
C 0.315 0.366 -0.474
N -1.861 0.815 1.845
P -2.829 0.990 0.607
H -1.957 -1.346 1.038
H 0.486 1.213 0.100
H -0.234 0.551 -1.400
H 0.912 -0.529 -0.391
*
```

ΔE to the lowest compared entry with this formula, charge and spin in eV: 4.590
Kohn-Sham gap (spin up / spin down) in eV: 7.03 / 7.42
Highest occupied orbital energy (spin up / spin down) in Eh: -0.2870 / -0.2987

In the Löwdin picture, each atom carries the following charge in e: -0.552, 0.036, -0.326, 0.840, 0.060, -0.040, -0.008, -0.012

=====

Repeat the first record exactly.
C48H27N10Pb | wB97M-V/def2-TZVPD

The geometry in ORCA input format:
```
! wB97M-V def2-TZVPD RIJCOSX def2/J DEFGRID3
* xyz 1 1
Pb -0.048 1.288 0.919
C -2.102 -2.036 6.562
C -3.385 -1.902 6.033
C -3.590 -1.403 4.750
C -2.468 -1.039 4.034
C -2.309 -0.503 2.663
N -3.353 -0.322 1.902
C -3.207 0.074 0.609
C -4.265 -0.049 -0.415
C -5.579 -0.459 -0.316
C -6.377 -0.347 -1.449
C -5.859 0.164 -2.633
C -4.523 0.548 -2.735
C -3.728 0.430 -1.614
C -2.244 0.614 -1.360
N -0.267 1.423 -2.697
C 1.035 1.391 -2.366
N 1.411 1.080 -1.139
C 2.790 0.927 -1.135
N 3.553 0.614 -0.121
C 3.177 0.266 1.100
N 1.896 0.044 1.589
C 1.998 -0.368 2.863
N 1.029 -0.716 3.733
C -0.258 -0.706 3.516
N -0.967 -0.313 2.413
C -1.194 -1.171 4.560
C -0.977 -1.673 5.827
C 3.402 -0.436 3.260
C 4.014 -0.797 4.450
C 5.398 -0.737 4.493
C 6.141 -0.331 3.379
C 5.526 0.027 2.190
C 4.140 -0.030 2.149
C 3.289 1.205 -2.484
C 4.565 1.229 -3.018
C 4.693 1.566 -4.360
C 3.580 1.867 -5.145
C 2.298 1.838 -4.611
C 2.175 1.503 -3.275
N -2.173 0.659 0.099
H -1.984 -2.432 7.562
H -4.234 -2.199 6.633
H -4.580 -1.304 4.327
H -5.972 -0.833 0.620
H -7.415 -0.646 -1.408
H -6.506 0.266 -3.494
H -4.140 0.937 -3.670
H 0.024 -1.777 6.223
H 3.428 -1.112 5.302
H 5.920 -1.008 5.401
H 7.220 -0.295 3.454
H 6.095 0.342 1.325
H 5.427 0.995 -2.409
H 5.676 1.598 -4.809
H 3.721 2.127 -6.185
H 1.436 2.071 -5.224
C -0.748 4.516 -2.761
C -1.039 3.624 -3.716
C -1.233 2.199 -3.415
C -1.410 1.795 -1.909
C -1.121 2.919 -1.025
C -0.725 4.137 -1.351
C -1.503 -0.680 -1.780
C -1.846 -1.355 -2.974
C -1.130 -2.460 -3.325
C -0.083 -2.909 -2.492
C 0.681 -4.066 -2.772
C 1.674 -4.456 -1.921
C 1.948 -3.706 -0.757
C 1.225 -2.585 -0.460
C 0.189 -2.165 -1.323
N -0.531 -1.053 -0.993
H -0.597 5.557 -3.015
H -1.192 3.941 -4.739
H -1.756 1.604 -4.158
H -0.429 4.865 -0.606
H -2.655 -0.998 -3.594
H -1.355 -3.000 -4.237
H 0.463 -4.633 -3.668
H 2.255 -5.344 -2.133
H 2.738 -4.027 -0.091
H 1.420 -2.001 0.427
N -1.577 3.397 4.332
C -0.752 2.962 3.642
H -2.264 3.771 4.952
*
```

Kohn-Sham gap (spin up / spin down) in eV: 4.98 / 6.43
Highest occupied orbital energy (spin up / spin down) in Eh: -0.3322 / -0.3921

Löwdin atomic charge list, values in e, 8 entries: 1.407, -0.056, -0.057, 0.003, -0.108, -0.257, 0.206, -0.255